This record from the OMol25 dataset describes a molecular structure, C28H34N2OS2Sb2W. The level of theory is the ωB97M-V functional and the def2-TZVPD basis.

Values from the calculation:
gap between HOMO and LUMO (alpha / beta) = 0.209 / 0.206 Ha
relative energy (zero: lowest compared OMol25 entry of this formula, charge and spin) = 33.0 kJ/mol
highest occupied orbital energy (alpha / beta) = -0.4825 / -0.4828 Eh

The geometry in ORCA input format:
```
! wB97M-V def2-TZVPD RIJCOSX def2/J DEFGRID3
* xyz 2 3
H -4.075 -2.183 -0.385
C -2.283 -1.936 0.733
S 2.102 0.005 -0.839
C 4.485 -0.255 2.913
C -0.060 1.998 -3.798
H -0.511 1.688 2.614
H -0.228 -2.837 4.015
C -0.305 2.448 1.863
H 3.528 -0.230 3.430
C -3.244 1.812 0.329
C -0.824 3.523 -1.290
H -5.507 -2.411 1.630
C -2.642 -0.131 -3.868
H 1.363 -2.552 3.293
C -1.282 2.866 -3.714
H -0.137 -0.824 -5.918
H 0.387 2.030 -4.791
H -2.794 0.127 -4.913
C 5.111 -3.997 2.814
N 0.493 -1.056 1.313
H 1.398 -0.894 -5.017
C -2.500 -2.050 3.120
C 0.389 -2.115 3.494
H 7.088 -0.744 3.435
C 7.178 -2.883 3.316
H -3.482 1.056 1.075
H 0.248 3.580 -1.473
C -3.862 -2.209 3.001
C -1.669 -1.903 1.994
C -1.665 3.522 -2.535
C -3.646 4.367 -3.650
C 4.465 -2.772 2.758
H 0.770 2.561 1.740
C -4.441 -2.261 1.736
N 1.789 -0.769 1.745
C 2.570 -0.234 0.887
H -1.091 4.375 -0.662
H 0.208 -2.204 -4.845
C 6.470 -4.054 3.094
H 6.975 -5.009 3.142
H -4.472 -2.307 3.888
C -2.849 4.262 -2.524
H 8.236 -2.922 3.538
H 3.408 -2.729 2.534
H 4.556 -4.910 2.643
C -3.254 3.739 -4.824
C -2.084 3.000 -4.847
C -0.240 -1.676 2.210
S 4.183 0.276 1.186
C 0.338 -1.134 -4.989
H -1.772 2.525 -5.770
H 0.571 -1.253 4.141
C -3.651 -2.128 0.609
H -3.015 -1.136 -3.676
H -2.070 -2.012 4.109
H -4.552 4.956 -3.619
C 6.530 -1.656 3.258
H -3.556 2.794 0.680
H -3.850 3.836 -5.721
C 5.170 -1.592 2.981
H -3.133 4.792 -1.622
Sb -0.576 -0.061 -3.412
W -0.114 -0.563 -0.704
Sb -1.156 1.862 0.020
O -1.584 -1.775 -0.431
H -3.748 1.582 -0.607
H 0.714 2.267 -3.081
H 5.117 0.531 3.325
H -0.744 3.396 2.169
H -3.171 0.588 -3.245
*
```

Mulliken atomic charge list, values in e, 4 entries: number 1, H, carries 0.4777; number 2, C, carries 0.9439; number 3, S, carries -0.3494; number 4, C, carries -0.7902

***

This record from the OMol25 dataset describes a gas-phase ion, C4H8NO2 (charge +1) at a distorted geometry. The level of theory is the ωB97M-V functional and the def2-TZVPD basis.

Values from the calculation:
gap between HOMO and LUMO = 0.368 Ha
SMILES string = C=[NH+]CCOC=O
relative energy (zero: lowest compared OMol25 entry of this formula, charge and spin) = 204.0 kJ/mol
highest occupied orbital energy = -0.5679 Eh

The geometry in ORCA input format:
```
! wB97M-V def2-TZVPD RIJCOSX def2/J DEFGRID3
* xyz 1 1
O 2.134 -0.973 0.024
H 0.138 1.887 -1.731
H -1.440 1.011 0.165
O 1.324 0.337 -1.663
C 2.022 -0.621 -1.123
H -2.051 -0.796 1.747
H 2.646 -1.161 -1.776
C -0.644 0.416 -0.250
C 0.480 1.128 -0.892
H -0.558 -1.945 2.070
C -1.006 -1.092 1.594
H -1.401 -0.084 -0.992
N -0.224 -0.448 0.777
H 1.147 1.724 -0.290
H 0.689 -0.866 0.622
*
```

Mulliken atomic charge list, values in e, 4 entries: number 1, O, carries -0.5730; number 2, H, carries 0.2724; number 3, H, carries 0.4961; number 4, O, carries -0.2391

***

What is the relative energy (zero: lowest compared OMol25 entry of this formula, charge and spin) in the second record? 204.0 kJ/mol